DFT (ωB97M-V/def2-TZVPD) results for a 2-piece molecular cluster, C21H18ClO6S3 overall at a distorted geometry.

```
49
Properties=species:S:1:pos:R:3
C 3.43 -4.05 1.54
C 4.01 -3.18 0.62
C 4.02 -1.80 0.86
C 3.43 -1.31 2.02
S 3.42 0.47 2.34
C 1.67 0.94 2.34
C 1.10 1.43 3.45
S 0.67 0.56 0.90
C -0.57 -0.61 1.49
C -0.33 -1.98 1.42
C -1.25 -2.88 1.95
C -2.46 -2.43 2.48
C -2.71 -1.05 2.53
C -1.77 -0.14 2.04
O -0.01 1.75 0.46
O 1.52 -0.20 0.00
O 3.92 0.65 3.68
O 4.05 1.10 1.20
C 2.87 -2.18 2.97
C 2.84 -3.55 2.70
H 3.42 -5.13 1.34
H 4.47 -3.55 -0.29
H 4.46 -1.11 0.15
H 0.04 1.66 3.46
H 1.71 1.60 4.33
H 0.60 -2.34 0.98
H -1.03 -3.95 1.92
H -3.20 -3.14 2.87
H -3.64 -0.68 2.95
H -1.96 0.93 2.08
H 2.43 -1.77 3.88
H 2.36 -4.21 3.42
Cl 2.03 2.40 -2.41
C 0.40 2.50 -2.66
S -0.21 2.20 -4.24
C -2.01 2.29 -4.06
C -2.72 1.13 -3.78
C -4.11 1.19 -3.66
C -4.78 2.40 -3.81
C -4.05 3.57 -4.08
C -2.66 3.51 -4.22
O 0.11 3.28 -5.15
O 0.08 0.83 -4.62
H -0.21 3.01 -1.93
H -2.18 0.18 -3.68
H -4.66 0.27 -3.44
H -5.87 2.45 -3.70
H -4.56 4.52 -4.20
H -2.09 4.41 -4.46
```

Properties
2S+1 = 1
Net charge = -1
F_max = 0.075 Eh/bohr
Energy above the lowest of the compared OMol25 structures with the same formula, charge and spin = 0.0 kcal/mol
E_LUMO = 0.056 hartree
HOMO-LUMO gap = 3.333 eV
E_tot = -2917.115570 a.u.

These are the Löwdin partial charges, in e, on atoms 1 to 2: -0.080 -0.061

DFT (ωB97M-V/def2-TZVPD) results for a 9-piece molecular cluster, C17H25Cl10F3O12 overall at a distorted geometry.

```
67
Properties=species:S:1:pos:R:3
O 0.67 -2.86 1.46
C 1.16 -2.73 2.54
O 0.50 -2.24 3.61
C 1.28 -2.54 4.76
C 2.69 -2.44 4.18
F 3.57 -3.26 4.78
O 2.49 -2.81 2.82
H 1.12 -1.77 5.52
H 0.98 -3.44 5.30
H 3.01 -1.40 4.22
O 1.09 2.21 -0.17
C 1.20 1.23 -0.79
O 0.96 0.01 -0.28
C 1.19 -0.99 -1.24
C 1.31 -0.24 -2.56
F 0.12 -0.30 -3.27
O 1.43 1.10 -2.12
H 2.17 -1.44 -1.06
H 0.44 -1.77 -1.28
H 2.16 -0.55 -3.17
O -5.13 2.37 -5.37
C -4.53 1.63 -4.67
O -4.44 0.29 -4.84
C -3.61 -0.27 -3.81
C -3.56 0.84 -2.76
F -2.31 0.89 -2.23
O -3.85 1.99 -3.55
H -4.08 -1.20 -3.48
H -2.61 -0.43 -4.21
H -4.31 0.90 -1.97
C -3.22 1.71 5.41
O -2.54 1.65 4.18
C -1.38 1.01 4.14
O -0.95 0.32 5.02
O -0.89 1.17 2.93
C 0.50 0.91 2.78
H -3.77 0.82 5.72
H -3.90 2.56 5.34
H -2.58 1.97 6.26
H 0.93 1.65 2.11
H 0.70 -0.09 2.42
H 1.04 1.05 3.72
Cl 4.76 -2.60 -1.35
C 5.66 -1.10 -1.21
Cl 4.56 0.31 -1.16
H 6.35 -1.11 -0.37
H 6.22 -0.97 -2.13
Cl -0.69 -6.13 -2.17
C -0.41 -4.40 -1.85
Cl 0.07 -3.65 -3.37
H -1.26 -3.97 -1.34
H 0.42 -4.40 -1.14
Cl -1.59 3.93 -5.97
C -0.86 3.28 -4.51
Cl -1.07 4.35 -3.12
H -1.23 2.28 -4.31
H 0.21 3.20 -4.68
Cl 5.11 4.98 0.14
C 3.83 3.89 -0.45
Cl 4.03 3.55 -2.17
H 3.96 2.97 0.09
H 2.84 4.30 -0.27
Cl -4.69 -0.77 0.19
C -3.16 -0.72 1.12
Cl -1.98 -1.89 0.44
H -2.72 0.26 1.06
H -3.41 -1.07 2.11
```

Properties
2S+1 = 1
F_max = 0.051 Eh/bohr
Energy above the lowest of the compared OMol25 structures with the same formula, charge and spin = 5.9 kcal/mol
SMILES = O=C1OC[C@@H](F)O1.O=C1OC[C@@H](F)O1.O=C1OC[C@@H](F)O1.COC(=O)OC.ClCCl.ClCCl.ClCCl.ClCCl.ClCCl
E_LUMO = 0.004 hartree
HOMO-LUMO gap = 10.595 eV
E_tot = -6467.199013 a.u.

These are the Löwdin partial charges, in e, on atoms 1 to 2: 0.118 -0.545